Molecular formula: C9H27ClNO7PSSi2
Method: DFT, the ωB97M-V functional and the def2-TZVPD basis

- HOMO energy (eV) = -8.484
- LUMO energy (eV) = -0.71

```
49
Properties=species:S:1:pos:R:3:mulliken_charge:R:1
O 1.755 -1.519 -0.537 -0.2256
N 2.422 -2.477 -0.531 0.2005
O 1.657 -3.638 -0.624 -0.1908
C 1.018 -3.948 0.617 -0.3772
Si -0.361 -5.239 0.285 0.4938
Cl -1.481 -5.250 2.094 -0.2532
O -1.284 -4.837 -1.082 -0.2153
Si -2.874 -4.212 -0.817 0.4527
P -2.651 -2.206 0.165 0.1760
S -3.873 -0.880 -0.622 -0.3895
H 1.712 -4.356 1.368 0.3096
H 0.512 -3.079 1.065 0.2446
H 0.260 -6.554 0.052 -0.1494
H -3.628 -5.161 0.018 -0.0804
H -3.617 -4.097 -2.082 -0.1432
H -1.281 -1.801 0.063 0.0193
H -3.016 -2.405 1.524 0.1061
C 5.230 2.720 -3.459 -0.7268
O 5.092 1.791 -2.397 -0.3840
C 3.802 1.824 -1.801 -0.5732
C 2.931 0.683 -2.294 -0.2799
O 2.629 0.820 -3.677 -0.4143
C 3.428 -0.015 -4.497 -0.7101
H 6.136 2.467 -4.009 0.2448
H 4.382 2.681 -4.146 0.3301
H 5.335 3.734 -3.061 0.3142
H 3.315 2.787 -1.981 0.3329
H 3.944 1.715 -0.722 0.3550
H 1.981 0.710 -1.755 0.3801
H 3.405 -0.279 -2.094 0.2660
H 3.083 -1.053 -4.428 0.2955
H 4.484 0.038 -4.223 0.3276
H 3.318 0.322 -5.527 0.2479
C -2.080 0.818 3.261 -0.7538
O -3.357 1.156 2.752 -0.2487
C -4.125 1.925 3.666 -0.5499
C -4.104 3.398 3.306 -0.4928
O -2.805 3.953 3.460 -0.3815
C -2.118 4.089 2.226 -0.6811
H -1.475 0.456 2.429 0.1651
H -1.578 1.679 3.708 0.4020
H -2.170 0.017 4.003 0.2964
H -3.778 1.772 4.692 0.3492
H -5.156 1.563 3.602 0.3684
H -4.766 3.937 3.991 0.3755
H -4.473 3.552 2.289 0.3242
H -2.517 4.939 1.664 0.3223
H -2.192 3.183 1.619 0.2778
H -1.068 4.276 2.446 0.2432
```


Molecular formula: C9H29AgO14P3
Method: DFT, the ωB97M-V functional and the def2-TZVPD basis

- 2S+1 = 2
- HOMO energy (alpha / beta) (eV) = -7.270 / -6.947
- LUMO energy (alpha / beta) (eV) = 0.43 / 0.03

```
56
Properties=species:S:1:pos:R:3:mulliken_charge:R:1
Ag 15.585 -20.615 -1.875 0.9498
O 13.530 -20.496 -2.068 -0.6844
H 12.965 -20.918 -1.408 0.1878
O 15.816 -22.578 -2.639 -0.7810
H 16.388 -23.263 -3.004 0.1325
C 18.845 -23.687 -1.185 -0.6269
O 19.504 -22.435 -1.221 -0.3419
P 19.041 -21.258 -2.124 -0.1605
O 17.846 -20.593 -1.634 0.9674
O 20.322 -20.366 -2.139 -0.2779
C 20.280 -19.154 -2.890 -0.7255
O 18.880 -21.860 -3.571 -0.2732
C 19.996 -22.297 -4.324 -0.7983
H 17.757 -23.599 -1.198 0.2487
H 19.165 -24.219 -0.290 0.2556
H 19.133 -24.338 -2.019 0.2193
H 19.249 -18.810 -3.037 0.2409
H 20.764 -19.304 -3.852 0.2963
H 20.727 -18.342 -2.320 0.2929
H 20.161 -23.375 -4.248 0.2568
H 20.916 -21.790 -4.032 0.3571
H 19.814 -22.128 -5.386 0.2300
C 17.877 -19.689 1.977 -0.1735
O 16.700 -20.209 2.631 -0.4208
P 15.380 -20.312 1.818 0.4076
O 15.489 -20.693 0.425 0.0468
O 14.511 -21.358 2.629 -0.3591
C 14.149 -21.128 3.980 -0.7537
O 14.686 -18.914 2.070 -0.2020
C 13.370 -18.748 1.561 -0.6563
H 17.877 -18.605 2.040 0.1138
H 17.921 -20.039 0.943 -0.0711
H 18.727 -20.122 2.500 0.3011
H 14.696 -21.794 4.644 0.2749
H 13.092 -21.397 4.095 0.2607
H 14.216 -20.081 4.273 0.3180
H 13.206 -17.705 1.292 0.2337
H 12.601 -19.018 2.290 0.3692
H 13.182 -19.329 0.653 0.1679
C 17.112 -15.392 0.792 -0.8226
O 16.636 -16.701 0.411 -0.1389
P 16.010 -16.931 -0.986 -0.1822
O 15.766 -18.307 -1.375 0.8987
O 14.684 -16.051 -0.935 -0.3686
C 13.542 -16.509 -1.681 -0.6171
O 17.012 -16.134 -1.915 -0.3228
C 16.977 -16.184 -3.336 -0.7550
H 18.193 -15.421 0.705 0.2538
H 16.796 -15.213 1.816 0.2596
H 16.686 -14.602 0.178 0.3497
H 13.819 -17.112 -2.549 0.2902
H 12.967 -15.639 -1.974 0.3091
H 12.962 -17.221 -1.093 0.1586
H 17.960 -16.464 -3.699 0.2352
H 16.630 -15.228 -3.728 0.3077
H 16.246 -16.907 -3.714 0.3216
```


Molecular formula: C9H29AsF6O5
Method: DFT, the ωB97M-V functional and the def2-TZVPD basis

- total charge = +1
- 2S+1 = 2
- HOMO energy (alpha / beta) (eV) = -14.019 / -13.963
- LUMO energy (alpha / beta) (eV) = -2.84 / -10.42

```
50
Properties=species:S:1:pos:R:3:mulliken_charge:R:1
O -0.468 -0.675 -0.539 -0.0418
H 0.045 0.070 -0.861 0.4865
H -1.279 -0.280 -0.208 0.6681
H 0.022 -1.191 0.105 0.3007
As 2.854 -0.824 -3.611 1.9303
F 1.947 -1.359 -2.129 -0.5270
F 2.717 0.898 -3.066 -0.6122
F 3.728 -0.318 -5.097 -0.4639
F 2.930 -2.497 -4.290 -0.4683
F 1.262 -0.563 -4.452 -0.4852
F 4.457 -0.958 -2.803 -0.4626
C -1.201 3.024 -1.534 -0.8856
C -0.217 2.526 -2.548 -0.0043
O 0.457 1.463 -1.840 -0.3501
H -1.782 2.177 -1.169 0.1011
H -1.864 3.830 -1.847 0.4486
H -0.697 3.319 -0.613 0.2924
H 0.525 3.299 -2.749 0.3315
H -0.693 2.155 -3.456 0.3117
H 1.365 1.384 -2.140 0.3342
C -0.967 -2.566 2.361 -0.5680
C 0.290 -3.364 1.857 -0.5234
O 0.616 -2.942 0.562 -0.5026
H -1.848 -2.824 1.772 0.2699
H -0.813 -1.487 2.340 -0.2012
H -1.210 -2.861 3.382 0.4861
H 0.064 -4.429 1.911 0.4696
H 1.162 -3.109 2.459 0.2142
H 0.976 -3.754 0.198 0.3004
C 3.582 0.048 0.609 -1.1714
C 2.396 0.903 0.970 0.0472
O 1.361 0.072 1.412 -0.3135
H 4.302 0.720 0.141 0.3715
H 3.321 -0.794 -0.032 0.2629
H 4.016 -0.417 1.494 0.4655
H 2.027 1.433 0.092 -0.0332
H 2.690 1.618 1.739 0.3320
H 1.740 -0.454 2.121 0.2377
C -4.114 0.035 2.065 -1.4115
C -3.193 0.923 1.233 0.7365
C -2.026 1.462 2.005 -1.1165
O -2.780 0.216 0.056 -0.6063
H -5.104 0.036 1.608 0.4241
H -4.255 0.460 3.059 0.3844
H -3.761 -0.990 2.170 0.2459
H -3.774 1.786 0.907 0.2273
H -2.381 2.031 2.864 0.4831
H -1.369 2.114 1.430 0.1314
H -1.447 0.649 2.444 0.1754
H -3.609 0.005 -0.381 0.2785
```


Molecular formula: C9H29BN3OPSTi
Method: DFT, the ωB97M-V functional and the def2-TZVPD basis

- total charge = +1
- 2S+1 = 4
- HOMO energy (alpha / beta) (eV) = -9.659 / -12.105
- LUMO energy (alpha / beta) (eV) = -2.76 / -4.06

```
46
Properties=species:S:1:pos:R:3:mulliken_charge:R:1
Ti 0.005 -0.570 -1.218 -1.0338
H 0.895 -1.910 -2.200 0.1785
H -1.501 -1.570 -2.159 0.1293
P 0.389 1.032 -3.056 1.8680
C 1.943 1.971 -3.183 -1.2710
H 1.976 2.528 -4.127 0.4162
H 2.004 2.662 -2.335 0.3487
H 2.787 1.271 -3.133 0.3945
C 0.224 0.305 -4.740 -1.2368
H -0.833 0.135 -4.987 0.3248
H 0.652 1.020 -5.458 0.4276
H 0.760 -0.647 -4.819 0.3178
C -0.919 2.310 -3.255 -1.3946
H -0.974 2.940 -2.358 0.3748
H -0.686 2.947 -4.122 0.4180
H -1.897 1.834 -3.412 0.3786
C -1.846 0.075 -0.886 0.2166
O -2.862 0.628 -0.664 -0.3863
H -1.751 -3.243 -2.020 0.3294
H -1.915 -2.538 -3.501 0.3569
H 0.421 -2.478 -4.068 -0.1927
H 0.517 -3.864 -2.559 -0.1254
B 0.186 -2.769 -2.923 0.4297
N -1.355 -2.526 -2.638 -0.3663
H 1.260 -0.337 -2.496 -0.3137
H 0.163 1.115 -1.165 -0.0532
C 0.758 2.204 4.923 -1.1392
C -0.063 1.635 3.783 -0.5181
N 0.812 1.034 2.744 -0.0104
C 0.583 -0.139 2.154 0.1059
S 1.434 -0.509 0.678 -0.2982
N -0.213 -1.053 2.790 -0.1495
C 0.147 -1.527 4.164 -0.3907
C -1.039 -2.172 4.849 -1.1698
H 1.521 1.492 5.256 0.3200
H 0.102 2.432 5.770 0.3412
H 1.257 3.130 4.620 0.3681
H -0.751 0.858 4.116 0.3144
H -0.662 2.425 3.310 0.3913
H 1.388 1.678 2.202 0.3214
H -0.425 -1.858 2.198 0.3411
H 0.963 -2.260 4.063 0.3827
H 0.524 -0.675 4.736 0.2594
H -1.368 -3.071 4.315 0.3208
H -0.739 -2.478 5.856 0.3822
H -1.871 -1.467 4.951 0.2918
```